Here is 14 unconnected molecules or ions with the total composition C80H69Cl2N13O26 at a distorted geometry from the Open Molecules 2025 dataset. Energies are from wB97M-V/def2-TZVPD.

```
190
Properties=species:S:1:pos:R:3:mulliken_charge:R:1
Cl -1.82 -3.90 3.66 0.0795
C -1.16 -4.98 4.92 -0.0606
C -1.95 -4.89 6.24 -0.5501
Cl -1.66 -3.36 7.02 -0.1574
H -0.11 -4.71 5.06 -0.3745
H -1.30 -5.98 4.52 0.3474
H -1.74 -5.70 6.94 0.4040
H -3.00 -4.91 5.94 0.3307
C -4.13 0.26 2.60 -0.3914
C -4.08 1.49 1.98 -0.4030
C -2.90 2.27 2.06 -0.3991
C -1.82 1.88 2.88 -0.0026
C -1.91 0.68 3.58 -0.3523
C -3.02 -0.13 3.34 -0.5570
N -0.58 2.67 2.86 0.9893
O -0.46 3.57 2.04 -0.5289
O 0.30 2.25 3.62 -0.5370
H -5.03 -0.34 2.54 0.5210
H -4.97 1.79 1.44 0.3495
H -2.78 3.24 1.59 0.5993
H -1.17 0.27 4.25 0.1063
H -3.01 -1.13 3.76 0.5041
C 1.66 -9.52 2.42 -0.3810
C 1.21 -9.02 1.21 -0.7945
C 0.92 -7.67 1.11 -0.1933
C 1.08 -6.79 2.17 0.0287
C 1.53 -7.32 3.42 -0.3308
C 1.84 -8.69 3.51 -0.7673
N 0.91 -5.34 1.99 1.0431
O 0.16 -4.87 1.16 -0.2105
O 1.48 -4.67 2.81 -0.3363
H 1.83 -10.58 2.55 0.3945
H 1.15 -9.71 0.38 0.4213
H 0.55 -7.39 0.14 0.4224
H 1.61 -6.72 4.31 0.3633
H 2.16 -9.03 4.49 0.4022
C -8.70 2.98 -0.84 -0.0647
C -9.50 3.66 0.10 -0.9153
C -9.51 3.25 1.38 -0.1879
C -8.64 2.24 1.85 -0.7205
C -7.81 1.67 0.89 0.3692
C -7.89 1.89 -0.45 -0.7529
N -8.50 1.84 3.27 0.9836
O -9.09 2.55 4.09 -0.5829
O -7.83 0.88 3.62 -0.5791
H -8.66 3.45 -1.81 0.5718
H -10.18 4.45 -0.17 0.4145
H -10.15 3.74 2.09 0.4392
H -7.15 0.88 1.23 0.4840
H -7.20 1.40 -1.13 0.5878
C -2.89 -4.88 0.03 -0.7455
C -2.38 -4.20 -1.12 0.0898
C -3.03 -3.08 -1.66 -0.7547
C -4.14 -2.50 -0.97 0.4006
C -4.60 -3.09 0.20 -0.6592
C -4.04 -4.31 0.61 -0.5625
N -4.86 -1.35 -1.49 0.9314
O -5.33 -0.51 -0.72 -0.3622
O -4.84 -1.15 -2.72 -0.6405
H -2.43 -5.80 0.35 0.4104
H -1.50 -4.59 -1.63 0.3138
H -2.74 -2.54 -2.55 0.5857
H -5.57 -2.84 0.62 0.4883
H -4.43 -4.88 1.44 0.4359
C 4.98 0.76 -1.12 -0.8628
C 5.72 -0.25 -1.70 -0.6901
C 5.30 -0.77 -2.88 -0.4180
C 4.21 -0.27 -3.58 -0.2938
C 3.46 0.80 -2.97 -0.3378
C 3.88 1.32 -1.75 0.3782
N 3.92 -0.77 -4.92 1.0981
O 2.98 -0.30 -5.56 -0.6202
O 4.62 -1.65 -5.32 -0.6437
H 5.20 1.12 -0.13 0.5594
H 6.60 -0.69 -1.26 0.4808
H 5.83 -1.60 -3.34 0.4912
H 2.72 1.41 -3.48 0.5628
H 3.33 2.07 -1.22 0.1785
C 3.07 -5.21 -1.51 -0.6203
C 3.27 -3.94 -1.01 -1.2547
C 2.52 -2.87 -1.53 0.5231
C 1.56 -3.02 -2.51 -0.4467
C 1.36 -4.34 -2.98 -0.4386
C 2.06 -5.44 -2.48 -0.6302
N 0.63 -1.97 -3.00 0.8146
O -0.49 -2.28 -3.38 -0.6019
O 0.94 -0.80 -2.92 -0.1118
H 3.51 -6.03 -0.97 0.4549
H 4.02 -3.71 -0.27 0.6253
H 2.76 -1.91 -1.09 0.7487
H 0.57 -4.57 -3.68 0.4591
H 1.80 -6.45 -2.76 0.4674
C 1.96 4.54 -0.10 -0.2856
C 2.54 4.78 -1.40 -0.3304
C 3.94 4.87 -1.51 -0.5214
C 4.78 4.58 -0.38 -0.1183
C 4.15 4.27 0.84 -0.4080
C 2.79 4.27 0.98 -0.2960
N 6.26 4.65 -0.56 0.9673
O 6.88 4.82 0.51 -0.5785
O 6.75 4.55 -1.70 -0.5793
H 0.89 4.45 0.02 0.3063
H 1.92 5.00 -2.26 0.3874
H 4.47 5.14 -2.41 0.4903
H 4.65 4.12 1.78 0.4886
H 2.38 4.12 1.96 0.5070
C -1.27 1.18 -4.81 -0.2334
C -2.37 2.06 -4.93 -0.2205
C -2.33 2.92 -6.00 -0.0496
C -1.17 3.07 -6.82 -0.5829
C -0.05 2.17 -6.65 -0.5854
C -0.11 1.24 -5.60 -0.5338
N -1.14 4.20 -7.73 1.1239
O -0.24 4.22 -8.59 -0.6355
O -2.07 4.98 -7.78 -0.5866
H -1.26 0.45 -4.02 0.4554
H -3.34 1.93 -4.48 0.2223
H -3.21 3.54 -6.10 0.5035
H 0.79 2.05 -7.32 0.5736
H 0.64 0.48 -5.45 0.4809
C 1.54 0.16 5.25 -0.0202
C 1.03 -1.08 5.59 -0.6218
C 1.80 -2.22 5.35 0.1314
C 3.01 -2.12 4.66 -0.5032
C 3.46 -0.89 4.26 0.0815
C 2.82 0.31 4.67 -1.1336
N 3.89 -3.29 4.52 1.0870
O 3.55 -4.33 5.12 -0.6327
O 4.88 -3.19 3.80 -0.5843
H 0.94 1.02 5.50 0.5319
H 0.06 -1.23 6.04 0.2230
H 1.47 -3.18 5.72 0.5494
H 4.42 -0.76 3.80 0.3919
H 3.27 1.28 4.49 0.5107
C -0.83 5.95 -1.79 -0.9345
C -0.30 7.18 -1.68 -0.6139
C 0.25 7.80 -2.78 -0.6787
C 0.26 7.18 -4.04 0.3217
C -0.34 5.89 -4.21 0.0166
C -0.84 5.25 -3.04 -0.2061
N 0.89 7.90 -5.21 0.8942
O 1.92 8.55 -5.02 -0.5538
O 0.49 7.54 -6.30 -0.5516
H -1.21 5.34 -0.99 0.6715
H -0.31 7.66 -0.71 0.4516
H 0.60 8.82 -2.68 0.4086
H -0.36 5.49 -5.21 0.4029
H -1.31 4.28 -3.11 0.3864
C 10.07 -3.98 3.72 -0.1860
C 9.63 -4.62 2.53 -0.7408
C 8.53 -3.98 1.89 -0.0778
C 7.96 -2.78 2.37 -0.0229
C 8.48 -2.21 3.57 -0.2090
C 9.50 -2.87 4.27 -0.6955
N 6.83 -2.14 1.59 1.1213
O 6.38 -1.13 2.02 -0.5465
O 6.29 -2.82 0.73 -0.5310
H 10.89 -4.38 4.30 0.3321
H 10.08 -5.54 2.19 0.4059
H 8.10 -4.45 1.02 0.4220
H 7.93 -1.42 4.06 0.3693
H 9.93 -2.47 5.17 0.3833
C -6.08 3.21 -3.52 -0.4351
C -5.27 2.79 -2.50 -0.7665
C -4.92 3.59 -1.45 0.7812
C -5.47 4.92 -1.36 -0.5843
C -6.41 5.25 -2.36 -0.2852
C -6.73 4.43 -3.45 -1.0505
N -5.08 5.82 -0.24 1.1013
O -5.60 6.88 -0.16 -0.6535
O -4.24 5.49 0.56 -0.5976
H -6.34 2.58 -4.36 0.4707
H -4.84 1.80 -2.52 0.5607
H -4.23 3.13 -0.76 0.4594
H -6.93 6.20 -2.40 0.4974
H -7.32 4.82 -4.27 0.4530
C 1.13 -1.11 1.75 -0.1196
C 1.60 0.14 1.28 -0.7388
C 0.79 0.83 0.32 0.1426
C -0.51 0.39 0.01 -0.9611
C -0.96 -0.78 0.60 0.1389
C -0.16 -1.55 1.45 0.1007
N -1.39 1.21 -0.80 1.5775
O -0.96 2.33 -1.26 -0.3772
O -2.52 0.77 -1.03 -0.1787
H 1.81 -1.70 2.34 0.5812
H 2.60 0.46 1.49 0.4925
H 1.18 1.72 -0.13 -0.0864
H -1.97 -1.08 0.37 0.1881
H -0.61 -2.46 1.82 -0.5510
```

Summary:
**LUMO level**: -1.2424 eV

Here is a molecular structure, C80H87CsN7O3SSi at a distorted geometry from the Open Molecules 2025 dataset. Energies are from wB97M-V/def2-TZVPD.

```
180
Properties=species:S:1:pos:R:3:mulliken_charge:R:1
Cs -0.71 -0.04 0.89 0.6593
C 1.17 -8.85 1.74 -1.6562
C 1.12 -7.36 1.51 0.4061
C 2.24 -6.59 1.43 -0.7503
C 2.16 -5.19 1.21 0.3065
C 3.33 -4.43 1.27 -0.6635
N 3.36 -3.12 1.10 0.7933
C 4.50 -2.31 1.46 -0.5404
C 4.74 -2.29 2.98 -0.2592
C 5.46 -1.03 3.47 -1.1901
N 4.76 0.20 3.09 -0.0576
C 3.42 0.28 3.20 -0.0275
C 2.60 -0.18 4.20 0.0972
C 2.95 -0.36 5.57 -1.0495
C 1.99 -0.58 6.51 0.7427
C 2.32 -0.67 7.97 -1.5808
C 0.64 -0.70 6.09 -0.6155
C 0.23 -0.64 4.79 0.8662
C -1.18 -0.80 4.46 -0.8421
N -1.62 -1.01 3.29 -0.0234
C -3.03 -1.10 3.07 0.3491
C -3.52 -2.53 2.85 -1.3915
C -3.25 -3.14 1.47 0.3290
N -1.89 -3.57 1.34 0.2243
C -1.64 -4.80 1.28 -0.7266
C -0.29 -5.37 1.24 0.6406
C -0.14 -6.72 1.42 -0.4187
C 0.88 -4.52 1.05 -0.0435
O 0.80 -3.31 0.78 0.1042
C 1.22 -0.41 3.75 -0.9321
O 0.98 -0.45 2.54 0.2722
H 2.19 -9.20 1.90 0.3600
H 0.76 -9.39 0.87 0.3200
H 0.57 -9.13 2.60 0.3500
H 3.23 -7.04 1.54 0.3482
H 4.27 -4.91 1.49 0.4198
H 2.42 -2.71 0.94 -0.3196
H 4.30 -1.31 1.09 -0.0823
H 5.39 -2.69 0.95 0.4800
H 5.31 -3.17 3.29 0.6289
H 3.76 -2.34 3.47 0.2165
H 6.47 -0.98 3.06 0.5113
H 5.55 -1.08 4.56 0.2896
H 5.11 0.63 2.25 0.4418
H 2.91 0.76 2.37 0.1315
H 3.98 -0.21 5.87 0.2877
H 3.40 -0.74 8.13 0.3851
H 1.84 -1.54 8.42 0.3679
H 1.97 0.22 8.51 0.3057
H -0.12 -0.85 6.86 0.4486
H -1.86 -0.72 5.32 0.3286
H -3.26 -0.50 2.18 -0.2915
H -3.59 -0.68 3.92 0.2019
H -4.60 -2.54 3.01 0.4990
H -3.06 -3.18 3.60 0.3404
H -3.45 -2.38 0.70 -0.8465
H -3.95 -3.98 1.31 0.5847
H -2.45 -5.55 1.29 0.1187
H -1.03 -7.33 1.53 0.4391
C 2.52 0.95 0.01 -0.0643
C 2.07 1.30 -1.41 3.7673
C 1.93 2.82 -1.52 -1.3846
C 2.99 0.62 -2.39 -0.0841
C 4.12 1.22 -2.91 -0.3788
C 4.97 0.54 -3.77 -1.6246
C 4.71 -0.79 -4.07 0.0077
C 3.61 -1.45 -3.53 0.8331
C 3.44 -2.94 -3.74 1.0387
C 3.48 -3.34 -5.21 -1.7965
C 4.52 -3.70 -2.95 -1.4375
C 2.74 -0.73 -2.70 -0.0311
N 1.74 -1.41 -2.00 0.6761
C 0.58 -1.73 -2.39 -1.1888
C -0.09 -1.53 -3.69 0.2559
C -0.37 -2.69 -4.41 -0.1684
C -1.02 -2.68 -5.63 -1.2454
C -1.46 -1.45 -6.13 -0.9909
C -1.24 -0.29 -5.43 -1.3666
C -0.55 -0.26 -4.17 0.7095
N -0.45 0.83 -3.43 1.4143
C -0.89 2.07 -3.86 -1.1855
C -2.01 2.63 -3.21 0.0466
C -2.46 3.89 -3.57 -0.3294
C -1.83 4.63 -4.56 -1.3537
C -0.72 4.09 -5.19 -0.4484
C -0.24 2.83 -4.86 0.7503
C 1.02 2.33 -5.56 1.6477
C 2.10 3.41 -5.67 -1.7785
C 0.72 1.80 -6.97 -1.6966
C -2.77 1.83 -2.16 3.2435
C -4.14 1.43 -2.72 -2.2092
C -2.91 2.60 -0.85 0.0501
H 1.77 1.30 0.71 -1.0089
H 3.48 1.45 0.23 0.3674
H 2.64 -0.13 0.11 -0.0627
H 1.07 0.90 -1.56 -1.6605
H 2.90 3.33 -1.50 0.5115
H 1.33 3.17 -0.68 -0.2691
H 1.41 3.09 -2.44 0.0059
H 4.36 2.25 -2.65 0.3731
H 5.83 1.03 -4.20 0.3949
H 5.39 -1.33 -4.73 0.3405
H 2.47 -3.23 -3.34 -0.0648
H 4.46 -3.13 -5.65 0.3172
H 2.72 -2.79 -5.78 0.3498
H 3.29 -4.41 -5.32 0.4599
H 5.51 -3.43 -3.32 0.3494
H 4.39 -4.78 -3.05 0.4463
H 4.46 -3.44 -1.89 0.1672
H 0.03 -2.36 -1.68 0.6414
H -0.04 -3.64 -3.99 0.3851
H -1.20 -3.60 -6.18 0.4207
H -1.98 -1.41 -7.08 0.3884
H -1.63 0.65 -5.80 0.8853
H -3.33 4.31 -3.07 0.4626
H -2.20 5.61 -4.84 0.3673
H -0.23 4.67 -5.96 0.1923
H 1.42 1.50 -4.97 -0.5944
H 1.82 4.17 -6.40 0.4364
H 3.04 2.96 -5.97 0.4311
H 2.24 3.91 -4.71 0.3114
H 0.27 2.59 -7.58 0.2917
H 0.05 0.95 -6.95 0.3939
H 1.65 1.48 -7.45 0.4603
H -2.21 0.92 -1.96 -0.7496
H -4.71 2.31 -3.03 0.4778
H -4.73 0.89 -1.98 0.3849
H -4.02 0.78 -3.59 0.3531
H -3.37 3.58 -0.99 0.3370
H -1.94 2.75 -0.38 -0.4739
H -3.54 2.04 -0.15 -0.7346
O -0.76 2.36 1.25 0.3149
Si -1.18 3.41 2.32 -1.2735
C -2.35 2.71 3.66 0.6315
C -1.95 2.47 4.97 -0.7276
C -2.83 1.98 5.93 -0.6145
C -4.16 1.73 5.59 -0.6690
C -4.58 1.96 4.28 -0.8713
C -3.68 2.44 3.34 0.2842
C 0.28 4.16 3.29 0.2358
C 1.24 3.28 3.80 -0.6927
C 2.34 3.74 4.50 -0.7427
C 2.52 5.10 4.70 -0.7233
C 1.58 5.99 4.20 -0.7670
C 0.47 5.52 3.50 -0.5817
C -2.09 4.93 1.62 0.9315
C -3.18 5.56 2.23 -0.4861
C -3.79 6.66 1.64 -0.6119
C -3.33 7.14 0.42 -0.7404
C -2.25 6.53 -0.20 -0.3664
C -1.64 5.44 0.40 -0.0673
H -0.93 2.69 5.26 0.3816
H -2.50 1.80 6.94 0.4569
H -4.86 1.38 6.33 0.3368
H -5.61 1.77 4.02 0.3944
H -4.02 2.62 2.32 0.5010
H 1.10 2.22 3.63 1.1870
H 3.08 3.04 4.89 0.4422
H 3.38 5.47 5.25 0.3736
H 1.71 7.06 4.36 0.3644
H -0.25 6.23 3.11 0.4049
H -3.55 5.19 3.17 0.3446
H -4.63 7.14 2.13 0.3787
H -3.81 7.99 -0.04 0.3404
H -1.89 6.89 -1.16 0.4225
H -0.79 4.96 -0.08 0.0733
S -6.89 -0.66 -0.56 -0.3288
C -5.32 -0.09 -0.05 -0.2186
N -4.32 -0.59 -0.66 0.3387
C -4.70 -1.49 -1.63 -0.1370
C -3.85 -2.18 -2.49 -0.5089
C -4.40 -3.06 -3.40 -0.5458
C -5.78 -3.26 -3.46 -0.6139
C -6.65 -2.58 -2.63 -0.4280
C -6.10 -1.68 -1.73 0.4318
H -5.25 0.63 0.75 0.1524
H -2.78 -2.01 -2.43 0.6530
H -3.75 -3.59 -4.09 0.4879
H -6.19 -3.97 -4.18 0.3947
H -7.72 -2.72 -2.68 0.4070
```

Summary:
**LUMO level**: 0.7967 eV
**Charge**: -1

| no. | DFT total energy (eV) | frontier orbital gap (eV) |
| --- | --- | --- |
| 1 | -181692.4544 | 8.3022 |
| 2 | -120209.5487 | 4.0974 |